# 1
Density functional theory data (ωB97M-V/def2-TZVPD) for 8 unconnected molecules or ions with the total composition C29H36N7O3 in a non-equilibrium geometry.

```
75
Properties=species:S:1:pos:R:3:forces:R:3
O -1.16729 0.40352 -0.28709 -0.3 0.8 0.6
C -0.31296 1.35218 -0.83289 2.2 1.0 -1.2
O -0.60781 2.55777 -0.66649 -0.7 -0.9 0.2
O 0.71140 0.91912 -1.43868 -1.1 -0.7 0.6
H -1.76251 1.03716 0.16690 -0.1 -0.7 -0.2
N 1.44716 -1.77106 -0.55545 0.0 0.6 -0.3
C 1.35580 -1.94859 0.78382 -0.4 -0.8 -0.1
C 1.87509 -3.19200 1.07917 0.3 0.6 0.8
C 2.39578 -3.72123 -0.11041 0.2 0.1 -1.1
C 2.11496 -2.81239 -1.13109 -0.4 -0.7 0.9
H 1.04898 -0.93472 -0.99809 0.1 0.3 -0.2
H 0.84669 -1.24167 1.41450 0.1 0.0 -0.1
H 1.94362 -3.58306 2.08314 0.0 -0.2 -0.1
H 2.97153 -4.62160 -0.25777 -0.2 -0.1 0.1
H 2.20514 -2.95882 -2.19318 0.2 0.3 -0.1
N -0.66137 -2.02337 5.09510 -0.1 -0.3 0.5
C -1.97385 -2.25100 4.79551 0.1 0.9 -0.8
C -2.25233 -1.49307 3.66760 -1.2 -1.3 0.7
C -1.08700 -0.84054 3.26781 1.3 0.2 0.2
C -0.10576 -1.16506 4.19021 -0.4 0.1 -0.2
H -0.23228 -2.39441 5.92174 0.3 0.1 -0.1
H -2.61749 -2.88809 5.37482 0.1 0.0 0.1
H -3.24795 -1.52990 3.25079 0.2 0.3 -0.4
H -0.87094 -0.26176 2.38375 -0.4 0.2 0.0
H 0.91255 -0.82798 4.28586 0.0 -0.1 -0.1
N -2.48841 -4.80467 -1.17005 -0.1 0.6 -0.1
C -3.70031 -4.33136 -0.72437 0.3 -0.1 0.5
C -3.44043 -3.23692 0.07337 -0.6 -0.1 -0.2
C -2.04779 -2.98358 0.04182 -0.2 -0.3 -0.1
C -1.49908 -3.95260 -0.74931 0.7 -0.3 0.3
H -2.37649 -5.51823 -1.86233 0.1 -0.1 0.0
H -4.60051 -4.89089 -0.91606 -0.1 0.2 0.0
H -4.17256 -2.66526 0.62331 0.0 -0.1 -0.1
H -1.51399 -2.20832 0.56095 0.1 0.1 0.0
H -0.45458 -4.16901 -0.92147 -0.1 0.1 -0.2
N -5.72153 0.45712 -0.39061 0.7 -0.2 0.7
C -6.09975 1.23358 0.68349 0.0 0.0 -0.5
C -5.03486 1.28833 1.55777 -1.4 0.4 0.3
C -4.06860 0.42669 1.06386 2.0 -0.7 -0.8
C -4.44720 -0.03935 -0.16356 -1.4 0.4 -0.4
H -6.26729 0.21877 -1.19389 -0.2 0.1 0.0
H -7.10400 1.62101 0.73319 0.1 0.3 0.0
H -4.95742 1.92281 2.42510 -0.1 -0.2 0.2
H -3.09753 0.17414 1.46142 -0.1 0.2 0.3
H -3.96973 -0.60242 -0.94666 0.2 -0.2 0.3
N 3.58799 0.27468 -2.26619 0.0 0.6 -0.6
C 4.42622 0.35037 -1.20222 -0.5 -1.1 0.2
C 5.42941 1.22999 -1.47306 -0.4 0.3 -0.1
C 5.11278 1.78979 -2.74479 0.4 -0.2 -0.3
C 3.96937 1.17989 -3.22939 1.0 -0.1 0.8
H 2.71033 -0.21119 -2.23419 -0.2 0.2 0.0
H 4.18645 -0.30996 -0.38491 0.3 0.2 0.2
H 6.25935 1.45537 -0.82514 0.0 0.1 0.0
H 5.75275 2.49957 -3.24802 -0.3 0.0 -0.2
H 3.52157 1.25537 -4.20168 -0.4 0.1 0.1
N 3.37993 2.85874 2.85584 0.0 -0.4 -0.2
C 3.92578 1.70629 2.33545 -0.3 0.1 0.6
C 2.88112 0.89659 1.94998 0.9 0.0 -0.4
C 1.66976 1.59090 2.16497 0.5 0.5 0.5
C 2.02943 2.78970 2.75116 -1.1 -0.2 0.0
H 3.85203 3.58616 3.35274 0.2 0.1 -0.1
H 4.99328 1.56610 2.35456 0.0 -0.1 -0.2
H 3.04388 -0.05672 1.47856 -0.3 -0.1 0.0
H 0.67460 1.26103 1.92558 0.0 0.1 -0.1
H 1.40558 3.57919 3.14095 0.0 0.0 -0.2
N -0.65704 3.74831 -3.40244 0.3 0.0 -0.7
C -0.24211 2.78302 -4.28391 -0.4 0.6 0.7
C 0.78371 3.31600 -5.02316 -0.2 0.2 -0.5
C 0.97155 4.66868 -4.59073 0.0 -0.6 -0.5
C 0.08250 4.88256 -3.58313 -0.9 0.3 0.2
H -1.42065 3.62787 -2.76407 0.3 -0.1 0.5
H -0.78414 1.85432 -4.23460 0.4 -0.3 -0.3
H 1.22844 2.88036 -5.90489 0.2 -0.2 0.2
H 1.59447 5.39934 -5.07780 0.2 0.0 0.2
H -0.23547 5.79839 -3.11102 0.3 0.0 0.2
```
Positions in Å, forces in eV/Å.

- Energy relative to the best compared isomer or geometry (same formula, charge and spin): 0.0 kJ/mol
- Total charge: -1
- Highest occupied orbital energy: -5.1 eV
- F_max: 2.7 eV/Å

# 2
Density functional theory data (ωB97M-V/def2-TZVPD) for a molecular structure, C29H37AsMnN2O2Se2.

```
74
Properties=species:S:1:pos:R:3:forces:R:3
Mn 0.03881 -1.45663 -0.48521 -0.2 0.2 -0.1
O 1.55665 -2.27906 0.50974 0.2 -0.1 0.1
C 1.47647 -3.57279 1.14228 0.0 0.0 0.0
C 0.04973 -4.08978 1.29253 0.0 0.0 0.0
C 0.24322 -5.36509 2.15786 0.0 -0.1 0.0
O -0.93138 -6.13612 2.32856 0.1 0.0 0.0
C -0.83453 -3.14681 2.13038 0.1 -0.2 0.0
Se -1.33507 -1.37385 1.45004 -0.3 0.1 0.0
C -0.56327 -4.56539 -0.04214 0.0 0.0 0.1
Se -0.43994 -3.46631 -1.68027 0.1 0.2 0.0
H 2.40705 -1.86982 0.68788 -0.1 0.0 0.0
H 1.92984 -3.48349 2.13390 0.0 0.0 0.0
H 2.06041 -4.27512 0.54203 0.0 0.0 0.0
H 0.66069 -5.08297 3.13257 0.0 0.0 0.0
H 0.95875 -6.03054 1.66979 0.0 0.0 0.0
H -1.55294 -5.62486 2.85395 -0.1 0.0 0.0
H -0.35624 -3.00653 3.10282 0.0 0.0 0.0
H -1.78591 -3.65175 2.30688 0.0 0.0 0.0
H -1.61075 -4.79713 0.13644 0.0 0.0 -0.1
H -0.07142 -5.50105 -0.31045 0.0 0.0 0.0
C -0.83762 2.80370 -4.95463 0.0 0.1 0.0
C -0.52075 1.31801 -5.00726 0.1 -0.1 0.0
N 0.40079 0.87621 -3.96115 0.0 0.0 -0.1
C 1.82956 1.07208 -4.18805 -0.1 0.0 0.0
C 2.40081 2.31023 -3.50565 0.1 0.0 0.0
C -0.03000 0.34822 -2.79677 -0.1 0.0 0.2
C -1.50550 0.12498 -2.60966 0.0 0.0 -0.1
N 0.74308 0.01870 -1.80587 0.2 -0.3 -0.3
H -1.56380 3.06364 -5.72599 0.0 0.0 0.0
H 0.05199 3.41164 -5.11871 0.0 0.0 0.0
H -1.25884 3.07747 -3.98547 0.0 0.0 0.0
H -0.06992 1.05563 -5.96574 0.0 0.0 0.0
H -1.43469 0.73535 -4.93725 0.0 0.0 0.0
H 1.97530 1.12389 -5.26683 0.0 0.0 0.0
H 2.35563 0.17283 -3.85761 0.0 0.0 0.0
H 2.01165 3.22526 -3.95022 0.0 0.0 0.0
H 3.48751 2.32576 -3.60203 0.0 0.0 0.0
H 2.15339 2.32559 -2.44323 0.0 0.0 0.0
H -1.89252 -0.60514 -3.32048 0.0 0.0 0.0
H -2.06148 1.05630 -2.72801 0.0 0.0 0.0
H -1.70801 -0.24096 -1.60246 0.0 0.0 0.1
H 1.72850 0.16839 -1.98781 -0.1 0.1 0.1
C 0.46395 7.22701 2.28115 0.0 0.0 0.0
C -0.75266 6.80823 1.76243 0.0 0.0 0.0
C -0.94421 5.47752 1.40999 0.0 0.1 0.1
C 0.08412 4.55482 1.56917 -0.1 0.1 0.0
C 1.30714 4.98460 2.07641 0.0 0.1 0.0
C 1.49487 6.31070 2.43979 0.0 0.0 0.0
As -0.08181 2.66330 1.09949 0.2 -0.2 0.0
C -0.50414 2.00191 2.87705 0.0 0.1 0.0
C 0.38476 1.78284 3.91560 -0.1 0.0 0.0
C -0.08846 1.27962 5.12046 0.0 0.0 0.0
C -1.44000 0.99246 5.27402 0.0 0.0 0.0
C -2.32867 1.20830 4.23207 0.0 0.0 0.0
C -1.86294 1.71691 3.02613 -0.1 0.0 -0.1
C -2.68455 1.98983 1.82715 0.0 0.0 0.1
C -4.04940 1.75271 1.69986 0.0 0.0 0.0
C -4.69770 2.07358 0.51712 0.0 0.0 0.0
C -3.99650 2.62720 -0.54906 0.0 0.0 0.0
C -2.62972 2.84741 -0.43782 -0.1 0.0 0.0
C -1.98025 2.53100 0.74609 0.0 0.1 -0.1
H 0.60966 8.26273 2.56036 0.0 0.0 0.0
H -1.56139 7.51766 1.63714 0.0 0.0 0.0
H -1.90554 5.16254 1.02339 0.0 0.0 0.0
H 2.12812 4.28473 2.19286 0.0 0.0 0.0
H 2.44819 6.63043 2.84200 0.0 0.0 0.0
H 1.44162 1.99194 3.79761 0.0 0.0 0.0
H 0.59633 1.10587 5.94101 0.0 0.0 0.0
H -1.80191 0.59417 6.21346 0.0 0.0 0.0
H -3.37608 0.96588 4.36161 0.0 0.0 0.0
H -4.60841 1.31076 2.51475 0.0 0.0 0.0
H -5.75968 1.88692 0.41990 0.0 0.0 0.0
H -4.51676 2.87781 -1.46527 0.0 0.0 0.0
H -2.08029 3.26911 -1.27289 0.0 0.0 0.0
```
Positions in Å, forces in eV/Å.

- Energy relative to the best compared isomer or geometry (same formula, charge and spin): 16.5 kJ/mol
- Spin multiplicity: 2
- Highest occupied orbital energy (alpha / beta): -6.5 / -6.6 eV
- F_max: 0.5 eV/Å

# 3
Density functional theory data (ωB97M-V/def2-TZVPD) for a molecular structure, C29H37Cl4N3O5PSY.

```
81
Properties=species:S:1:pos:R:3:forces:R:3
Y 0.68402 -0.92299 0.87448 -0.1 0.8 0.2
C 0.31466 0.87145 3.49659 0.1 -0.1 -0.1
C 0.42304 -0.50985 3.72651 -0.1 -0.2 -0.1
C -0.71355 -1.14531 3.14861 0.0 0.1 0.1
C -1.53000 -0.12329 2.58644 0.2 -0.5 -0.3
C -0.87943 1.10659 2.77959 0.1 0.1 -0.1
C -1.36169 2.44461 2.29543 0.0 0.0 -0.1
C -2.84712 -0.34702 1.90628 -0.1 0.0 0.0
C -1.08912 -2.59511 3.27825 -0.1 -0.2 0.0
C 1.49035 -1.19341 4.52703 0.1 0.0 0.1
C 1.34306 1.89982 3.86300 0.1 0.0 0.0
H -1.83519 2.36681 1.31060 0.1 0.0 0.2
H -0.53254 3.15113 2.19091 0.0 -0.1 0.0
H -2.09513 2.90860 2.96754 0.0 0.0 0.0
H -2.76923 -1.05448 1.07317 0.0 0.0 0.0
H -3.23030 0.59449 1.50224 0.1 -0.1 0.0
H -3.61067 -0.73521 2.59325 0.0 0.0 0.0
H -0.32447 -3.28293 2.90016 0.0 0.0 0.0
H -1.99472 -2.81147 2.70702 0.0 0.0 0.0
H -1.27500 -2.89009 4.31819 0.0 0.0 0.0
H 1.54865 -2.25448 4.28711 0.0 0.0 0.0
H 1.30609 -1.10317 5.60708 0.0 0.0 0.0
H 2.48177 -0.78291 4.32372 0.0 0.0 0.0
H 1.86275 1.63502 4.78983 0.0 0.0 -0.1
H 0.89234 2.88526 4.01868 0.0 0.0 0.0
H 2.10058 2.00352 3.07615 -0.1 0.0 0.1
O -2.05672 -2.43378 -1.72766 0.0 0.0 0.1
C -0.92209 -2.69653 -1.31371 -0.1 0.0 0.1
O -0.53230 -2.55349 -0.09902 0.0 0.2 0.2
C 0.08286 -3.29445 -2.27344 0.0 -0.1 -0.1
C -0.38717 -4.33419 -3.07832 0.0 0.0 0.1
C 0.43502 -5.00236 -3.97108 0.0 0.0 0.0
C 1.76412 -4.59955 -4.07604 0.0 0.1 0.1
C 2.23662 -3.55096 -3.30555 -0.1 -0.1 -0.1
C 1.42196 -2.86098 -2.38271 0.1 -0.1 -0.1
S 2.14049 -1.49505 -1.55932 -0.2 0.1 0.3
H -1.43459 -4.60368 -2.97871 0.1 0.0 0.0
H 0.05029 -5.81926 -4.57389 0.0 0.0 0.0
H 2.43742 -5.10032 -4.76392 0.0 0.0 0.0
H 3.26933 -3.23252 -3.40232 -0.1 0.0 0.0
Cl 7.13801 1.95767 0.99790 0.0 0.0 0.0
C 5.80893 0.86453 1.24019 -0.1 -0.2 0.1
C 6.03531 -0.42447 1.69038 -0.2 0.2 -0.1
Cl 7.65630 -0.96259 2.01759 0.0 0.0 0.0
C 4.94715 -1.29586 1.88824 -0.1 0.1 0.1
Cl 5.20999 -2.91898 2.44713 0.0 0.0 0.0
C 3.62726 -0.90347 1.65659 0.1 0.1 -0.2
O 2.59305 -1.67520 1.80476 -0.1 0.0 -0.1
C 3.39396 0.44441 1.18065 0.1 0.0 -0.1
O 2.16158 0.79611 0.93789 0.0 -0.2 -0.2
C 4.49009 1.28326 0.98516 0.0 -0.1 0.1
Cl 4.17025 2.88971 0.40615 0.0 0.1 0.0
C -4.00736 0.50264 -1.14787 0.0 0.2 0.0
N -3.07907 1.62788 -1.02435 -0.1 0.0 0.0
C -3.62778 2.81860 -0.41188 0.0 0.0 -0.1
P -1.48812 1.35828 -1.40274 -0.1 0.0 0.0
O -0.71992 0.50070 -0.47263 0.3 -0.2 0.0
N -0.80204 2.87367 -1.44879 0.2 0.0 0.1
C 0.57257 3.06958 -0.96340 -0.2 0.1 -0.1
C -1.17126 3.76350 -2.53201 0.0 0.0 0.0
N -1.62177 0.68443 -2.90254 0.1 0.0 -0.2
C -2.65246 1.02788 -3.85911 0.0 0.0 0.0
C -0.60045 -0.22186 -3.43155 -0.2 0.1 -0.1
H -4.50403 0.31931 -0.19206 0.0 0.0 0.0
H -3.47453 -0.40766 -1.42707 0.0 0.0 0.0
H -4.77827 0.71698 -1.90147 0.0 0.0 0.0
H -4.06355 2.59560 0.56588 0.0 -0.1 0.0
H -4.41873 3.25005 -1.04131 0.0 0.0 0.0
H -2.84645 3.56141 -0.26871 0.0 0.0 0.0
H 0.81969 2.35254 -0.19038 0.0 -0.1 0.1
H 0.66669 4.08200 -0.55650 0.0 -0.1 0.0
H 1.31162 2.94752 -1.76524 -0.1 0.0 0.0
H -2.20853 3.59953 -2.83543 0.1 0.0 0.0
H -0.53095 3.62804 -3.41432 0.0 0.0 0.0
H -1.07592 4.80282 -2.20215 0.0 0.0 0.0
H -3.41432 1.66745 -3.40829 0.1 -0.1 -0.1
H -3.13847 0.11424 -4.22341 0.0 0.0 0.0
H -2.23154 1.55354 -4.72790 0.0 0.0 0.0
H 0.15828 -0.43153 -2.68203 0.1 0.0 0.0
H -0.10800 0.22113 -4.30911 0.0 0.0 0.1
H -1.06161 -1.17184 -3.71841 0.0 0.1 0.0
```
Positions in Å, forces in eV/Å.

- Energy relative to the best compared isomer or geometry (same formula, charge and spin): 13.7 kJ/mol
- Total charge: -2
- Highest occupied orbital energy: -1.5 eV
- F_max: 0.8 eV/Å